No. 1
C15H17F3N2O2 | the ωB97M-V functional and the def2-TZVPD basis

Calculated values
Maximum force: 17.79 eV Å⁻¹
HOMO: -8.852 eV
Energy relative to the best compared isomer or geometry (same formula, charge and spin): 375.3 kcal per mole
SMILES: O=C(NCCCN1CCCC1=O)c1cccc(C(F)(F)F)c1
Frontier orbital gap: 8.93 eV

XYZ file:
```
39
Properties=species:S:1:pos:R:3:forces:R:3
O -1.549 2.603 1.664 0.6 -2.2 -0.3
C -0.810 1.688 1.280 1.7 3.2 -1.0
N 0.426 2.006 0.684 -10.6 11.7 5.5
H 0.972 1.447 0.343 7.4 -7.4 -5.0
C 0.475 3.575 0.458 6.8 -5.5 -4.1
H -0.225 4.222 0.648 -4.4 2.4 1.3
C 1.229 3.931 -0.916 -4.6 -8.6 -1.7
H 1.131 4.814 -1.332 0.0 4.8 -1.1
H 2.099 3.362 -1.272 0.5 0.7 1.4
C 0.182 3.106 -2.032 13.1 1.2 -5.3
N 0.565 1.694 -2.427 -10.3 1.2 3.8
C -0.528 0.797 -2.191 -2.1 0.2 4.7
O -1.790 0.990 -1.463 7.6 -0.5 -4.8
C 0.174 -0.621 -2.452 -4.7 2.2 -1.5
H -0.769 -1.220 -2.952 3.2 0.8 1.2
C 1.352 -0.103 -3.270 -5.0 -14.4 -6.1
H 2.047 -0.867 -3.086 1.6 -0.8 -0.7
H 0.973 -0.103 -4.300 0.5 -0.4 -0.2
C 1.659 1.047 -2.917 6.5 16.4 2.0
H 2.105 1.879 -3.663 -0.5 -2.1 0.5
H 2.382 1.172 -2.173 1.8 -0.5 1.6
H 0.612 -0.979 -1.556 -0.6 -0.8 1.3
H -0.712 3.213 -1.815 -8.5 0.4 2.0
H 0.514 3.707 -3.025 -1.4 -1.1 1.8
H 1.371 3.814 0.827 2.7 1.3 4.2
C -1.039 0.262 1.268 -6.4 5.9 -0.4
C -0.129 -0.530 1.484 11.8 -9.2 -1.3
C -0.271 -2.047 1.208 -3.8 8.8 1.3
C -1.577 -2.263 1.268 -1.2 -8.3 -0.5
C -2.626 -1.432 1.234 -2.8 0.8 -1.2
C -2.343 -0.150 1.070 -4.4 3.8 0.9
H -3.257 0.667 1.048 2.8 -2.1 -0.3
H -3.650 -1.798 1.075 0.6 0.0 0.5
H -1.960 -3.369 1.271 1.2 1.7 0.0
C 0.770 -2.864 1.417 3.0 -5.5 -6.8
F 1.776 -2.874 0.208 -1.5 1.4 1.4
F 1.441 -2.819 2.389 7.3 6.6 9.5
F 0.657 -4.141 1.497 -4.7 -6.2 -3.2
H 1.048 -0.292 1.421 -2.9 0.1 0.9
```
Positions in Å, forces in eV/Å.



No. 2
C15H17IrN6OS2 | the ωB97M-V functional and the def2-TZVPD basis

Calculated values
Spin multiplicity: 5
Maximum force: 0.12 eV Å⁻¹
Charge: +2
HOMO (alpha / beta): -14.542 / -14.895 eV
Energy relative to the best compared isomer or geometry (same formula, charge and spin): 0.0 kcal per mole
Frontier orbital gap (alpha / beta): 9.27 / 6.09 eV

XYZ file:
```
42
Properties=species:S:1:pos:R:3:forces:R:3
Ir 0.247 0.335 0.028 0.0 0.0 0.0
S 4.324 1.054 -2.056 0.0 0.0 0.0
C 3.054 1.265 -3.179 0.0 0.0 0.0
C 1.856 1.120 -2.566 0.0 0.0 0.0
N 1.950 0.848 -1.217 0.1 0.0 0.0
C 3.207 0.784 -0.825 0.0 0.0 0.0
H 3.248 1.475 -4.218 0.0 0.0 0.0
H 0.881 1.192 -3.021 0.0 0.0 0.0
H 3.499 0.567 0.192 0.0 0.0 0.0
C 1.428 4.573 3.034 0.0 0.0 0.0
N 0.847 4.522 1.690 0.0 0.0 0.0
C 0.727 5.600 0.838 0.0 0.0 0.0
C 0.158 5.153 -0.303 0.0 0.0 0.0
N -0.062 3.806 -0.130 0.0 0.0 0.0
C 0.366 3.431 1.085 -0.1 0.0 -0.1
S 0.265 1.841 1.780 0.0 0.1 0.0
H 1.269 5.568 3.438 0.0 0.0 0.0
H 2.493 4.358 2.987 0.0 0.0 0.0
H 0.929 3.846 3.668 0.0 0.0 0.0
H 1.054 6.585 1.121 0.0 0.0 0.0
H -0.116 5.674 -1.203 0.0 0.0 0.0
H -0.516 3.169 -0.777 0.0 0.0 0.0
N -2.960 -0.030 -0.992 0.0 0.1 0.0
C -2.386 1.005 -1.607 0.0 -0.1 0.0
N -3.097 1.717 -2.483 0.0 0.0 0.0
O -1.175 1.334 -1.385 0.1 0.0 0.0
H -3.912 -0.300 -1.174 0.0 0.0 0.0
H -2.428 -0.578 -0.334 0.0 0.0 0.0
H -4.051 1.494 -2.713 0.0 0.0 0.0
H -2.644 2.450 -3.000 0.0 0.0 0.0
N -0.904 -6.826 1.334 0.0 0.0 0.0
C -0.725 -5.709 1.133 0.0 -0.1 0.0
C -0.506 -4.316 0.883 0.0 0.0 0.0
C -0.556 -3.407 1.946 0.0 0.0 0.0
C -0.342 -2.067 1.706 0.0 0.0 0.0
C -0.082 -1.606 0.397 0.0 -0.1 0.0
C -0.032 -2.542 -0.660 0.0 0.0 0.0
C -0.242 -3.883 -0.421 0.0 0.0 0.0
H -0.759 -3.766 2.946 0.0 0.0 0.0
H -0.372 -1.371 2.536 0.0 0.0 0.0
H 0.176 -2.217 -1.674 0.0 0.0 0.0
H -0.201 -4.604 -1.226 0.0 0.0 0.0
```
Positions in Å, forces in eV/Å.



No. 3
C15H17N3O3S2 | the ωB97M-V functional and the def2-TZVPD basis

Calculated values
Maximum force: 1.69 eV Å⁻¹
HOMO: -8.591 eV
Energy relative to the best compared isomer or geometry (same formula, charge and spin): 28.4 kcal per mole
SMILES: CCOC(=O)CSc1nnc(NC(=O)CCc2ccccc2)s1
Frontier orbital gap: 8.97 eV

XYZ file:
```
40
Properties=species:S:1:pos:R:3:forces:R:3
C -3.264 -2.939 -0.871 -0.1 0.3 0.2
C -3.772 -2.076 0.273 -0.3 -0.4 -0.1
H -4.867 -2.051 0.275 0.2 0.0 0.1
H -3.407 -2.437 1.237 -0.1 0.1 -0.1
O -3.284 -0.734 0.165 0.3 -0.1 0.1
C -3.968 0.093 -0.613 0.0 0.4 -0.1
O -4.977 -0.185 -1.202 -0.1 -0.1 -0.1
C -3.328 1.465 -0.701 0.2 0.0 0.3
H -2.664 1.489 -1.567 -0.1 0.0 0.0
H -4.109 2.218 -0.806 0.1 -0.1 0.0
S -2.316 1.906 0.744 -0.5 0.3 0.1
C -0.744 1.557 0.123 0.6 0.2 0.2
N -0.498 1.044 -1.033 -1.4 0.1 0.3
N 0.792 0.897 -1.292 1.6 0.0 -0.6
C 1.574 1.281 -0.346 -1.1 0.4 0.6
N 2.933 1.236 -0.332 0.6 0.5 0.4
C 3.819 0.432 -1.038 -0.2 0.0 -0.2
O 5.000 0.598 -0.861 0.3 -0.1 0.0
C 3.228 -0.636 -1.913 0.1 -0.2 -0.2
H 3.910 -0.807 -2.747 0.0 0.1 0.1
C 3.108 -1.939 -1.092 0.0 0.1 0.0
C 2.229 -1.743 0.111 0.0 -0.3 0.1
C 0.846 -1.819 -0.002 0.1 -0.1 0.1
C 0.035 -1.566 1.089 -0.1 0.0 0.0
C 0.597 -1.240 2.312 0.0 -0.1 0.1
C 1.974 -1.173 2.439 0.0 0.0 0.1
C 2.783 -1.421 1.344 0.0 -0.1 0.0
H 3.858 -1.357 1.443 0.1 0.0 0.0
H 2.418 -0.920 3.390 0.0 0.0 0.1
H -0.037 -1.033 3.162 -0.1 0.0 0.1
H -1.038 -1.600 0.983 -0.1 0.0 0.0
H 0.405 -2.059 -0.959 -0.1 0.0 -0.1
H 2.691 -2.712 -1.740 0.1 0.0 0.0
H 4.106 -2.248 -0.776 0.0 -0.1 0.0
H 2.251 -0.333 -2.283 0.1 -0.1 -0.1
H 3.387 1.829 0.353 0.0 -0.2 -0.2
S 0.697 1.934 1.056 -0.2 -0.4 -1.0
H -3.603 -3.962 -0.732 0.0 -0.1 0.0
H -2.177 -2.927 -0.901 0.1 0.0 0.0
H -3.648 -2.566 -1.817 0.0 0.0 -0.1
```
Positions in Å, forces in eV/Å.



No. 4
C15H17N3O4S | the ωB97M-V functional and the def2-TZVPD basis

Calculated values
Maximum force: 0.91 eV Å⁻¹
HOMO: -8.609 eV
Energy relative to the best compared isomer or geometry (same formula, charge and spin): 19.8 kcal per mole
SMILES: CCOc1ccccc1NC(=O)Nc1cccc(S(N)(=O)=O)c1
Frontier orbital gap: 9.18 eV

XYZ file:
```
40
Properties=species:S:1:pos:R:3:forces:R:3
C -1.074 -2.947 -1.833 0.0 0.4 0.2
C -0.350 -1.701 -1.341 0.2 -0.3 -0.6
O -0.665 -1.347 0.008 -0.4 0.2 0.4
C -1.953 -0.862 0.225 -0.1 0.1 0.0
C -3.009 -1.718 0.485 0.2 0.1 0.0
C -4.269 -1.207 0.750 -0.1 0.0 0.0
C -4.471 0.161 0.762 0.0 -0.1 0.0
C -3.422 1.030 0.518 0.0 0.1 0.0
C -2.156 0.528 0.249 -0.1 -0.2 0.0
N -1.041 1.331 0.013 0.4 -0.4 -0.2
C -0.869 2.648 0.319 0.2 0.1 -0.2
O -1.749 3.436 0.577 -0.3 0.1 0.1
N 0.449 3.087 0.253 0.0 0.5 0.1
C 1.632 2.373 0.098 0.4 -0.4 -0.1
C 2.701 2.957 -0.588 -0.2 -0.1 0.1
C 3.873 2.255 -0.800 0.0 -0.2 0.1
C 3.994 0.944 -0.363 0.2 -0.1 0.0
C 2.952 0.388 0.351 -0.1 -0.4 0.1
C 1.796 1.087 0.618 -0.1 0.3 0.1
H 1.060 0.630 1.258 -0.1 0.1 0.0
S 3.031 -1.345 0.776 -0.5 -0.3 0.2
O 2.773 -2.059 -0.448 0.0 0.2 0.1
O 4.231 -1.645 1.495 0.0 0.2 0.2
N 1.740 -1.527 1.823 0.7 0.2 -0.5
H 1.961 -2.166 2.568 0.3 -0.1 0.2
H 0.886 -1.779 1.341 -0.2 0.0 -0.2
H 4.877 0.357 -0.553 0.2 0.0 -0.1
H 4.686 2.724 -1.331 0.1 0.0 0.0
H 2.600 3.965 -0.961 0.0 0.1 -0.1
H 0.522 4.095 0.229 -0.1 -0.2 0.0
H -0.216 0.802 -0.242 -0.2 0.2 0.1
H -3.566 2.097 0.544 0.0 0.0 0.0
H -5.453 0.561 0.968 -0.1 0.0 0.0
H -5.087 -1.882 0.951 -0.1 -0.1 0.0
H -2.834 -2.783 0.495 0.1 -0.1 0.0
H -0.577 -0.856 -2.006 0.1 0.0 0.1
H 0.730 -1.872 -1.327 -0.2 0.1 -0.1
H -2.146 -2.775 -1.899 0.0 -0.1 -0.1
H -0.886 -3.780 -1.161 0.0 -0.1 0.0
H -0.700 -3.206 -2.820 0.0 0.0 -0.1
```
Positions in Å, forces in eV/Å.